[1]
{
  "formula": "C3H6BrN2S",
  "method": "wB97M-V/def2-TZVPD",
  "e_tot_ev": -87055.291,
  "de_lowest_kj_mol": 404.21,
  "homo_ev": [-12.35, -12.17],
  "gap_ev": [7.146, 7.150],
  "total_charge": 1,
  "symbols": ["C", "C", "C", "N", "N", "S", "Br", "H", "H", "H", "H", "H", "H"],
  "xyz": [[0.584, -0.802, 0.064], [0.181, 1.701, -0.309], [-2.039, -0.118, 0.756], [0.850, 0.559, -0.250], [1.596, -1.679, -0.181], [-1.073, -1.445, 0.263], [-3.767, 0.415, 0.030], [0.465, 2.482, -0.868], [-0.836, 1.627, 0.111], [-1.747, 0.615, 1.360], [1.696, 0.548, -0.800], [2.565, -1.266, -0.036], [1.524, -2.637, -0.138]],
  "lowdin_charge": [-0.508, 0.123, -0.907, 0.020, 0.122, 1.001, 0.683, 0.064, 0.060, -0.064, 0.155, 0.168, 0.082]
}

[2]
{
  "formula": "C3H6BrN3O",
  "method": "wB97M-V/def2-TZVPD",
  "e_tot_ev": -79765.734,
  "de_lowest_kj_mol": 0.00,
  "homo_ev": -8.98,
  "gap_ev": 9.608,
  "smiles": "CN1C[C@@](O)(Br)N=N1",
  "symbols": ["C", "C", "C", "N", "N", "N", "O", "Br", "H", "H", "H", "H", "H", "H"],
  "xyz": [[0.105, -0.214, 0.868], [1.357, 0.553, 0.269], [-1.927, -0.847, -0.610], [1.097, 0.744, -1.092], [-0.015, 0.319, -1.427], [-0.631, -0.218, -0.406], [1.641, 1.691, 0.888], [2.985, -0.718, 0.155], [0.186, -1.324, 1.008], [-0.158, 0.416, 1.762], [-2.749, -0.199, 0.022], [-2.203, -0.702, -1.716], [-1.752, -1.884, -0.132], [2.063, 2.382, 0.410]],
  "lowdin_charge": [-0.074, -0.886, -0.059, -0.047, 0.050, -0.264, 0.022, 0.571, 0.118, 0.140, 0.122, 0.102, 0.099, 0.106]
}

[3]
{
  "formula": "C3H6BrNS",
  "method": "wB97M-V/def2-TZVPD",
  "e_tot_ev": -85574.953,
  "de_lowest_kj_mol": 17.58,
  "homo_ev": -8.51,
  "gap_ev": 8.925,
  "smiles": "CN(C)C(=S)Br",
  "symbols": ["C", "C", "C", "N", "S", "Br", "H", "H", "H", "H", "H", "H"],
  "xyz": [[-2.219, -0.670, 0.008], [0.115, -1.180, -0.076], [-0.548, 1.158, -0.108], [-0.919, -0.243, 0.102], [-2.593, -2.324, 0.013], [-3.439, 0.773, -0.105], [1.011, -0.839, 0.238], [-0.171, -2.149, 0.556], [0.244, -1.420, -1.146], [0.511, 1.137, 0.000], [-0.872, 1.581, -1.043], [-0.904, 2.004, 0.535]],
  "lowdin_charge": [-1.191, -0.137, -0.130, -0.320, 0.562, 0.749, 0.039, 0.094, 0.111, 0.071, 0.064, 0.087]
}

[4]
{
  "formula": "C3H6CaF3O",
  "method": "wB97M-V/def2-TZVPD",
  "e_tot_ev": -31841.077,
  "de_lowest_kj_mol": 232.96,
  "homo_ev": [-5.69, -7.30],
  "spin_multiplicity": 2,
  "gap_ev": [5.623, 6.272],
  "symbols": ["H", "C", "F", "F", "F", "Ca", "C", "O", "C", "H", "H", "H", "H", "H"],
  "xyz": [[0.670, -0.185, -1.230], [1.727, -0.395, -1.000], [1.403, -1.958, -1.054], [2.251, 0.215, -2.092], [2.775, -0.333, -0.151], [-0.928, -2.710, 0.990], [-1.724, 1.093, -0.049], [-0.381, 1.040, 0.339], [-0.030, -0.110, 1.099], [-1.842, 1.930, -0.748], [-2.054, 0.169, -0.560], [-2.367, 1.257, 0.834], [0.977, -0.165, 1.539], [-0.479, 0.151, 2.084]],
  "lowdin_charge": [0.153, -0.276, -0.202, 0.084, 0.119, 0.799, -0.171, -0.352, -0.396, 0.086, 0.057, 0.083, 0.008, 0.008]
}

[5]
{
  "formula": "C3H6Cl2N2",
  "method": "wB97M-V/def2-TZVPD",
  "e_tot_ev": -31231.945,
  "de_lowest_kj_mol": 0.00,
  "homo_ev": -9.09,
  "gap_ev": 9.912,
  "smiles": "CN/N=C\\C(Cl)Cl",
  "symbols": ["C", "C", "C", "H", "H", "H", "H", "H", "H", "N", "N", "Cl", "Cl"],
  "xyz": [[0.781, 0.566, -1.447], [-0.097, 0.047, 1.405], [-0.748, -1.183, 0.831], [0.875, -0.507, -1.269], [1.771, 1.033, -1.305], [0.476, 0.738, -2.474], [-0.304, 2.132, -0.832], [0.193, 0.016, 2.462], [-1.188, -0.959, -0.129], [-0.265, 1.138, -0.589], [0.098, 1.137, 0.772], [0.462, -2.474, 0.653], [-2.055, -1.684, 1.922]],
  "lowdin_charge": [-0.113, -0.288, -1.102, 0.041, 0.083, 0.078, 0.108, 0.110, 0.047, -0.148, 0.013, 0.584, 0.588]
}

[6]
{
  "formula": "C3H6Cl2OP",
  "method": "wB97M-V/def2-TZVPD",
  "e_tot_ev": -39582.761,
  "de_lowest_kj_mol": 28.14,
  "homo_ev": -14.28,
  "gap_ev": 9.930,
  "total_charge": 1,
  "symbols": ["C", "C", "C", "O", "P", "Cl", "Cl", "H", "H", "H", "H", "H", "H"],
  "xyz": [[1.113, -0.718, -0.574], [0.360, 0.185, 0.029], [-0.816, 0.872, -0.498], [-2.730, -0.084, 1.721], [-2.398, -0.106, 0.139], [-2.493, -1.987, -0.241], [-3.855, 0.991, -0.697], [2.035, -1.109, -0.170], [0.650, -1.319, -1.377], [0.864, 0.617, 0.950], [-0.944, 0.739, -1.657], [-0.894, 1.930, -0.329], [-3.552, -0.025, 2.180]],
  "lowdin_charge": [0.038, -0.295, -0.252, -0.233, 0.125, 0.552, 0.441, 0.080, 0.081, 0.136, 0.144, 0.094, 0.089]
}

[7]
{
  "formula": "C3H6Cl2S2",
  "method": "wB97M-V/def2-TZVPD",
  "e_tot_ev": -49922.180,
  "de_lowest_kj_mol": 124.84,
  "homo_ev": -9.26,
  "gap_ev": 8.703,
  "smiles": "S=CCl.SCCCl",
  "symbols": ["C", "C", "C", "S", "S", "Cl", "Cl", "H", "H", "H", "H", "H", "H"],
  "xyz": [[1.189, -0.105, 0.743], [-0.188, -0.885, 0.563], [-2.214, 1.338, -2.817], [-3.264, 2.338, -2.135], [1.255, 1.386, -0.346], [-0.050, -2.387, -0.351], [-2.663, -0.087, -3.477], [1.196, 0.216, 1.749], [2.034, -0.684, 0.424], [-0.525, -1.025, 1.496], [-0.847, -0.348, -0.010], [-1.188, 1.531, -2.912], [1.456, 0.625, -1.489]],
  "lowdin_charge": [-0.554, -0.631, -1.263, 0.629, 0.649, 0.554, 0.646, 0.044, 0.042, 0.022, 0.002, -0.027, -0.113]
}

[8]
{
  "formula": "C3H6Cl6F18O4P4V3",
  "method": "wB97M-V/def2-TZVPD",
  "e_tot_ev": -249681.540,
  "homo_ev": [-9.14, -10.92],
  "spin_multiplicity": 10,
  "gap_ev": [6.487, 8.853],
  "symbols": ["V", "V", "V", "P", "O", "O", "O", "O", "P", "F", "F", "F", "F", "F", "F", "P", "F", "F", "F", "F", "F", "F", "P", "F", "F", "F", "F", "F", "F", "C", "Cl", "Cl", "H", "H", "C", "Cl", "Cl", "H", "H", "C", "Cl", "Cl", "H", "H"],
  "xyz": [[-21.214, -21.911, -37.537], [-23.570, -21.287, -35.007], [-20.789, -19.011, -35.245], [-22.526, -19.867, -36.855], [-23.162, -21.244, -37.132], [-21.743, -20.837, -35.864], [-22.896, -19.339, -35.445], [-21.031, -19.742, -37.234], [-21.415, -21.372, -32.431], [-20.785, -20.210, -33.441], [-19.910, -21.833, -32.116], [-21.325, -20.259, -31.251], [-22.013, -22.432, -31.378], [-22.931, -20.790, -32.751], [-21.596, -22.407, -33.613], [-18.031, -21.390, -36.118], [-18.067, -19.852, -36.634], [-19.243, -21.043, -35.123], [-19.120, -21.808, -37.317], [-18.027, -22.914, -35.598], [-16.856, -21.736, -37.152], [-16.959, -20.976, -34.978], [-22.140, -24.505, -36.203], [-21.124, -25.618, -36.823], [-23.360, -25.425, -36.655], [-21.918, -25.130, -34.778], [-23.166, -23.416, -35.551], [-20.827, -23.473, -36.034], [-22.135, -23.860, -37.706], [-19.065, -19.874, -39.780], [-18.601, -19.309, -41.363], [-20.139, -21.305, -39.951], [-18.165, -20.148, -39.240], [-19.656, -19.162, -39.214], [-25.978, -17.895, -34.901], [-26.222, -16.318, -34.134], [-25.601, -19.074, -33.647], [-26.859, -18.256, -35.420], [-25.112, -17.863, -35.555], [-26.408, -21.522, -37.548], [-26.588, -21.696, -35.775], [-25.974, -19.876, -37.934], [-25.616, -22.154, -37.947], [-27.318, -21.860, -38.036]],
  "lowdin_charge": [1.110, 0.895, 1.192, 0.162, -0.459, -0.624, -0.459, -0.452, 0.209, -0.225, -0.105, -0.141, -0.120, -0.200, -0.121, 0.203, -0.152, -0.156, -0.257, -0.109, -0.119, -0.129, 0.233, -0.131, -0.093, -0.062, -0.169, -0.176, -0.185, -0.949, 0.590, 0.626, 0.031, 0.023, -1.023, 0.531, 0.547, 0.014, 0.000, -0.962, 0.559, 0.584, 0.029, 0.041]
}

[9]
{
  "formula": "C3H6ClF",
  "method": "wB97M-V/def2-TZVPD",
  "e_tot_ev": -18446.997,
  "de_lowest_kj_mol": 111.66,
  "homo_ev": -10.72,
  "gap_ev": 11.736,
  "smiles": "CC[C@H](F)Cl",
  "symbols": ["C", "C", "C", "H", "H", "H", "H", "H", "H", "F", "Cl"],
  "xyz": [[-1.468, 1.278, -1.540], [-0.851, 1.097, -0.144], [0.005, -0.280, -0.115], [-2.161, 2.221, -1.545], [-0.747, 1.425, -2.255], [-2.113, 0.340, -1.860], [-0.122, 1.947, 0.108], [-1.443, 0.983, 0.782], [0.431, -0.831, -0.973], [-0.631, -1.491, 0.279], [1.513, -0.308, 0.825]],
  "lowdin_charge": [-0.122, -0.219, -0.690, 0.105, 0.024, 0.118, 0.118, 0.109, 0.088, -0.133, 0.601]
}

[10]
{
  "formula": "C3H6ClF",
  "method": "wB97M-V/def2-TZVPD",
  "e_tot_ev": -18445.076,
  "de_lowest_kj_mol": 297.06,
  "homo_ev": -9.94,
  "gap_ev": 10.789,
  "smiles": "FCCCCl",
  "symbols": ["C", "C", "C", "H", "H", "H", "H", "H", "H", "F", "Cl"],
  "xyz": [[0.931, -0.741, 0.353], [0.206, 0.625, 0.360], [-0.907, 0.628, -0.724], [1.625, -1.032, 1.348], [-0.147, -1.425, 0.172], [-0.177, 0.290, 1.574], [1.083, 1.382, 0.336], [-0.531, 0.602, -1.658], [-1.832, 1.378, -0.721], [1.712, -0.849, -0.868], [-1.964, -0.859, -0.174]],
  "lowdin_charge": [-0.293, -0.295, -0.412, 0.161, 0.032, 0.179, 0.129, 0.026, 0.106, -0.140, 0.508]
}

[11]
{
  "formula": "C3H6ClFO",
  "method": "wB97M-V/def2-TZVPD",
  "e_tot_ev": -20492.808,
  "de_lowest_kj_mol": 290.42,
  "homo_ev": -10.24,
  "gap_ev": 11.000,
  "smiles": "COC[C@@H](F)Cl",
  "symbols": ["C", "C", "C", "H", "H", "H", "H", "H", "H", "O", "F", "Cl"],
  "xyz": [[2.118, -0.900, 0.202], [0.457, 0.699, 0.834], [-0.701, -0.201, 0.482], [2.894, -0.906, -0.858], [2.873, -1.065, 1.176], [1.033, -1.596, 0.134], [0.118, 1.760, 0.503], [0.392, 0.711, 2.002], [-0.656, -1.288, 0.661], [1.617, 0.503, 0.252], [-1.831, 0.235, 0.983], [-0.845, -0.079, -1.387]],
  "lowdin_charge": [-0.071, -0.385, -0.688, 0.158, 0.121, 0.118, 0.160, 0.158, 0.097, -0.246, 0.013, 0.564]
}

[12]
{
  "formula": "C3H6ClFS",
  "method": "wB97M-V/def2-TZVPD",
  "e_tot_ev": -29281.959,
  "de_lowest_kj_mol": 142.93,
  "homo_ev": -8.99,
  "gap_ev": 8.659,
  "smiles": "CC=S.FCCl",
  "symbols": ["C", "C", "C", "H", "H", "H", "H", "H", "H", "F", "S", "Cl"],
  "xyz": [[-0.789, 0.235, 1.236], [2.431, -0.457, -1.325], [1.639, 0.748, -0.930], [-0.783, 0.650, 2.244], [0.102, 0.520, 0.671], [2.801, -0.966, -0.428], [3.311, -0.149, -1.899], [1.833, -1.153, -1.919], [2.189, 1.481, -0.330], [-1.897, 0.659, 0.577], [0.098, 1.039, -1.302], [-0.801, -1.535, 1.378]],
  "lowdin_charge": [-0.709, -0.161, -0.682, 0.082, -0.059, 0.081, 0.079, 0.071, 0.063, -0.124, 0.790, 0.568]
}

[13]
{
  "formula": "C3H6ClN",
  "method": "wB97M-V/def2-TZVPD",
  "e_tot_ev": -17216.686,
  "de_lowest_kj_mol": 328.58,
  "homo_ev": -9.15,
  "gap_ev": 9.904,
  "symbols": ["C", "C", "C", "N", "Cl", "H", "H", "H", "H", "H", "H"],
  "xyz": [[1.301, -0.111, -0.912], [-0.132, -0.258, 0.540], [-1.126, 0.671, -0.091], [-0.460, -0.781, 1.705], [0.406, -2.010, 2.366], [2.115, 0.329, -0.186], [0.718, 0.442, -1.548], [1.352, -1.084, -1.253], [-2.137, 0.531, 0.288], [-1.163, 0.631, -1.099], [-0.873, 1.640, 0.190]],
  "lowdin_charge": [0.085, -0.271, -0.108, -0.501, 0.559, 0.093, -0.023, -0.007, 0.084, 0.024, 0.066]
}

[14]
{
  "formula": "C3H6ClN3S",
  "method": "wB97M-V/def2-TZVPD",
  "e_tot_ev": -31029.385,
  "de_lowest_kj_mol": 688.28,
  "homo_ev": -8.36,
  "gap_ev": 8.307,
  "symbols": ["C", "C", "C", "H", "H", "H", "H", "H", "H", "N", "N", "N", "S", "Cl"],
  "xyz": [[-0.030, -0.144, -0.403], [-0.382, 0.269, 0.961], [0.376, -0.362, 1.926], [-2.634, -0.150, 0.022], [-2.521, 1.020, -2.162], [1.187, -1.003, -1.748], [3.091, 0.178, 0.311], [1.184, -1.149, 1.565], [0.345, -0.151, 3.021], [-2.190, -0.127, -1.408], [-0.802, -0.128, -1.495], [1.215, -0.666, -0.721], [2.452, 0.650, -0.856], [-1.291, 1.762, 0.987]],
  "lowdin_charge": [-0.590, -0.716, 0.023, 0.188, 0.209, 0.097, -0.118, 0.109, 0.072, -0.123, -0.124, -0.362, 0.691, 0.644]
}

[15]
{
  "formula": "C3H6ClNO",
  "method": "wB97M-V/def2-TZVPD",
  "e_tot_ev": -19264.519,
  "de_lowest_kj_mol": 409.82,
  "homo_ev": -9.67,
  "gap_ev": 9.884,
  "smiles": "C=C=NCl.CO",
  "symbols": ["C", "C", "C", "N", "O", "Cl", "H", "H", "H", "H", "H", "H"],
  "xyz": [[1.635, 1.099, -0.110], [1.710, 2.321, 0.286], [-2.040, -1.274, -0.238], [1.358, -0.028, -0.389], [-1.239, -1.113, 0.954], [2.514, -1.265, -0.612], [1.641, 3.223, -0.459], [1.668, 2.688, 1.250], [-0.427, -1.498, 0.652], [-1.801, -0.639, -1.020], [-3.004, -1.060, 0.187], [-2.015, -2.455, -0.502]],
  "lowdin_charge": [-0.321, 0.029, -0.145, -0.382, -0.149, 0.582, 0.111, 0.030, 0.017, 0.038, 0.063, 0.128]
}

[16]
{
  "formula": "C3H6ClNO",
  "method": "wB97M-V/def2-TZVPD",
  "e_tot_ev": -19267.108,
  "de_lowest_kj_mol": 159.96,
  "homo_ev": -9.37,
  "gap_ev": 10.142,
  "smiles": "N[C@H]1[C@@H](O)[C@H]1Cl",
  "symbols": ["C", "C", "C", "H", "H", "H", "H", "H", "H", "N", "O", "Cl"],
  "xyz": [[-0.304, 0.384, 0.462], [-0.323, -1.081, 0.237], [0.957, -0.405, 0.691], [-1.332, 1.553, -0.908], [0.175, 2.035, -0.613], [-0.751, 0.793, 1.358], [-0.776, -1.783, 0.914], [-0.388, -0.608, -1.561], [1.344, -0.486, 1.713], [-0.400, 1.227, -0.736], [-0.436, -1.480, -1.083], [2.234, -0.149, -0.474]],
  "lowdin_charge": [-0.330, -0.348, -0.585, 0.082, 0.071, 0.132, 0.141, 0.086, 0.104, 0.035, -0.036, 0.648]
}

[17]
{
  "formula": "C3H6ClNOPS",
  "method": "wB97M-V/def2-TZVPD",
  "e_tot_ev": -39385.123,
  "de_lowest_kj_mol": 58.16,
  "homo_ev": -14.96,
  "gap_ev": 10.491,
  "total_charge": 1,
  "symbols": ["C", "C", "C", "N", "O", "P", "S", "Cl", "H", "H", "H", "H", "H", "H"],
  "xyz": [[0.869, 0.734, -1.200], [-0.138, 0.106, -0.219], [-0.531, 0.478, 1.182], [2.062, 0.307, -1.354], [0.931, -1.291, 0.162], [2.330, -1.124, -0.510], [2.934, -2.640, -1.762], [3.723, -0.880, 0.836], [0.396, 1.557, -1.692], [-0.880, -0.453, -0.700], [0.309, 0.766, 1.718], [-1.018, -0.375, 1.469], [-1.070, 1.381, 1.039], [1.557, -3.254, -1.859]],
  "lowdin_charge": [-0.097, -0.051, 0.014, -0.059, -0.344, -0.028, 0.544, 0.498, 0.133, 0.127, 0.083, 0.079, 0.107, -0.007]
}

[18]
{
  "formula": "C3H6ClNS",
  "method": "wB97M-V/def2-TZVPD",
  "e_tot_ev": -28051.879,
  "de_lowest_kj_mol": 432.88,
  "homo_ev": -9.33,
  "gap_ev": 9.171,
  "symbols": ["C", "C", "C", "H", "H", "H", "H", "H", "H", "N", "S", "Cl"],
  "xyz": [[-1.659, 1.053, 0.293], [-0.703, -0.204, -0.152], [0.650, -0.510, 0.217], [-2.840, 0.587, -0.271], [-1.526, 1.313, 1.535], [-1.361, 2.041, -0.386], [-0.652, 0.097, -1.279], [0.718, -1.223, 1.144], [4.030, -0.534, -0.871], [1.693, 0.060, -0.412], [3.331, -0.873, 0.186], [-1.680, -1.806, -0.004]],
  "lowdin_charge": [-0.157, -0.733, -0.414, 0.152, 0.121, 0.097, 0.119, 0.119, -0.220, -0.196, 0.609, 0.503]
}

[19]
{
  "formula": "C3H6ClNS",
  "method": "wB97M-V/def2-TZVPD",
  "e_tot_ev": -28054.672,
  "de_lowest_kj_mol": 163.36,
  "homo_ev": -8.64,
  "gap_ev": 9.493,
  "smiles": "C=NSCCCl",
  "symbols": ["C", "C", "C", "H", "H", "H", "H", "H", "H", "N", "S", "Cl"],
  "xyz": [[1.597, -0.539, 0.339], [0.494, -1.251, -0.430], [-2.003, 1.684, 0.130], [1.266, -0.538, 1.374], [2.512, -1.178, 0.368], [0.643, -1.223, -1.578], [0.534, -2.243, -0.047], [-1.967, 2.650, -0.260], [-2.501, 1.462, 1.045], [-1.351, 0.872, -0.572], [-1.237, -0.786, -0.121], [2.013, 1.089, -0.250]],
  "lowdin_charge": [-0.673, -0.569, -0.149, 0.063, 0.082, 0.104, 0.048, 0.049, 0.057, -0.371, 0.823, 0.537]
}

[20]
{
  "formula": "C3H6ClNS2",
  "method": "wB97M-V/def2-TZVPD",
  "e_tot_ev": -38890.845,
  "de_lowest_kj_mol": 54.43,
  "homo_ev": -8.45,
  "gap_ev": 8.873,
  "smiles": "S=C(CCCl)NS",
  "symbols": ["C", "C", "C", "H", "H", "H", "H", "H", "H", "N", "S", "S", "Cl"],
  "xyz": [[0.000, -0.640, -0.417], [0.286, -0.145, 0.980], [1.175, 1.094, 1.026], [-2.014, -1.864, -2.456], [-1.794, 0.180, -0.245], [0.914, -0.967, 1.515], [-0.699, 0.028, 1.528], [2.131, 0.853, 0.541], [1.454, 1.389, 2.014], [-1.224, -0.344, -0.900], [-1.801, -0.559, -2.513], [1.064, -1.550, -1.293], [0.508, 2.525, 0.219]],
  "lowdin_charge": [-0.943, -0.285, -0.613, -0.148, 0.081, 0.142, 0.128, 0.074, 0.059, -0.437, 0.756, 0.628, 0.560]
}